(1)
Density functional theory data (wB97M-V/def2-TZVPD) for a 2-piece molecular cluster, C6H14O overall.

```
21
Properties=species:S:1:pos:R:3
C 1.477 -1.348 -1.275
C 0.232 -1.516 -0.831
C -0.858 -0.484 -0.888
C -1.533 -0.260 0.469
C -2.704 0.715 0.377
H 2.221 -2.137 -1.207
H 1.796 -0.414 -1.736
H -0.046 -2.475 -0.388
H -1.622 -0.811 -1.610
H -0.454 0.463 -1.269
H -0.787 0.104 1.189
H -1.889 -1.225 0.857
H -3.185 0.856 1.350
H -3.464 0.345 -0.322
H -2.374 1.697 0.019
C 2.282 1.423 0.864
O 2.264 0.125 1.409
H 3.171 1.940 1.242
H 1.400 2.015 1.154
H 2.344 1.423 -0.234
H 1.729 -0.435 0.828
```

Calculated values
SMILES: C=CCCC.CO
E_HOMO (hartree): -0.3670
Relative energy (zero: lowest compared OMol25 entry of this formula, charge and spin) (kJ/mol): 128.4
Orbital gap (eV): 11.06

---

(2)
Density functional theory data (wB97M-V/def2-TZVPD) for a 8-piece molecular cluster, H16O8 overall.

```
24
Properties=species:S:1:pos:R:3
O -2.052 3.068 -0.064
H -2.816 3.062 0.526
H -1.312 2.955 0.533
O 1.533 -2.223 1.376
H 1.357 -2.678 0.535
H 0.663 -1.879 1.601
O 2.950 0.498 0.945
H 2.462 -0.339 1.067
H 3.768 0.386 1.422
O -1.144 -0.470 1.158
H -1.745 0.185 1.499
H -0.960 -0.225 0.240
O 0.846 2.363 0.252
H 1.429 3.038 -0.092
H 1.445 1.813 0.816
O -0.668 0.501 -1.584
H -1.437 1.015 -1.901
H -0.001 1.143 -1.230
O -2.162 -2.521 -0.724
H -2.234 -1.819 -0.087
H -1.219 -2.694 -0.730
O 0.480 -2.002 -1.577
H 0.834 -2.005 -2.473
H -0.018 -1.171 -1.507
```

Calculated values
SMILES: O.O.O.O.O.O.O.O
E_HOMO (hartree): -0.3903
Relative energy (zero: lowest compared OMol25 entry of this formula, charge and spin) (kJ/mol): 115.3
Orbital gap (eV): 10.82

---

(3)
Density functional theory data (wB97M-V/def2-TZVPD) for a 18-piece molecular cluster, C34H88O18 overall.

```
140
Properties=species:S:1:pos:R:3
C -1.207 0.770 5.796
C -0.125 0.160 4.957
O 1.053 0.536 5.050
C -0.507 -0.930 3.994
H -2.115 0.978 5.230
H -0.879 1.760 6.114
H -1.488 0.122 6.626
H -0.007 -1.846 4.307
H -0.249 -0.717 2.956
H -1.582 -1.106 4.021
C -2.380 3.567 -3.971
C -3.735 3.500 -3.182
O -3.843 2.757 -2.232
C -4.925 4.238 -3.813
H -1.592 3.161 -3.337
H -2.087 4.594 -4.187
H -2.527 3.060 -4.925
H -4.719 5.287 -4.024
H -5.763 4.116 -3.127
H -5.196 3.782 -4.765
C -0.595 5.165 -0.582
C -1.345 6.471 -0.396
O -0.804 7.408 0.225
C -2.680 6.530 -1.079
H 0.372 5.127 -0.080
H -0.480 5.039 -1.658
H -1.252 4.412 -0.147
H -3.098 7.527 -0.936
H -3.440 5.801 -0.797
H -2.517 6.542 -2.157
C -3.164 -6.068 2.901
C -1.916 -5.729 2.266
O -1.054 -6.613 2.124
C -1.821 -4.346 1.682
H -2.973 -6.631 3.815
H -3.816 -6.567 2.184
H -3.685 -5.150 3.175
H -2.559 -4.156 0.903
H -0.813 -4.248 1.278
H -2.091 -3.646 2.473
C -2.751 -0.170 -2.841
C -3.995 -0.687 -3.485
O -4.645 -1.617 -3.040
C -4.669 -0.003 -4.670
H -2.616 0.872 -3.130
H -1.884 -0.692 -3.247
H -2.719 -0.393 -1.774
H -4.184 -0.269 -5.609
H -4.663 1.058 -4.421
H -5.719 -0.230 -4.857
C -2.653 -4.443 -2.372
C -1.609 -3.570 -1.686
O -1.895 -2.525 -1.173
C -0.226 -4.069 -1.746
H -3.020 -5.200 -1.678
H -2.212 -4.909 -3.253
H -3.515 -3.836 -2.648
H 0.002 -4.570 -2.687
H -0.180 -4.785 -0.926
H 0.483 -3.324 -1.386
C 2.395 3.676 4.323
C 1.168 4.031 3.481
O 0.393 4.902 3.866
C 1.059 3.339 2.200
H 2.334 2.638 4.651
H 2.438 4.352 5.176
H 3.252 3.827 3.667
H 0.187 3.727 1.672
H 0.979 2.255 2.288
H 1.883 3.573 1.526
C 4.896 -4.369 5.429
C 4.189 -2.979 5.573
O 4.502 -2.198 6.462
C 3.112 -2.611 4.584
H 5.959 -4.339 5.191
H 4.454 -4.948 4.618
H 4.657 -4.984 6.296
H 2.815 -1.575 4.743
H 2.279 -3.309 4.670
H 3.619 -2.618 3.619
C 4.744 4.858 0.017
O 4.069 3.681 -0.300
H 4.640 5.501 -0.857
H 4.245 5.316 0.871
H 5.746 4.604 0.363
H 4.569 3.330 -1.039
C 0.292 -0.572 -0.020
O 1.278 0.239 0.536
H -0.726 -0.209 0.123
H 0.364 -0.567 -1.108
H 0.309 -1.579 0.395
H 1.213 1.122 0.164
C 3.868 0.552 2.424
O 3.446 -0.659 1.787
H 3.126 0.948 3.118
H 4.800 0.430 2.976
H 4.097 1.271 1.637
H 2.614 -0.398 1.384
C 2.164 -0.010 -7.537
O 1.496 0.090 -6.306
H 1.697 -0.783 -8.149
H 2.172 0.905 -8.130
H 3.221 -0.240 -7.408
H 1.685 -0.715 -5.817
C 2.020 -3.945 1.154
O 2.505 -4.148 -0.178
H 2.872 -4.130 1.808
H 1.562 -2.995 1.430
H 1.299 -4.694 1.483
H 3.117 -3.433 -0.366
C -3.183 2.033 2.035
O -4.142 2.885 2.699
H -2.358 2.595 1.597
H -2.691 1.360 2.738
H -3.650 1.512 1.199
H -4.966 2.422 2.864
C 4.659 -1.310 -1.255
O 4.444 -2.281 -0.205
H 5.493 -0.632 -1.069
H 4.864 -1.775 -2.219
H 3.775 -0.684 -1.379
H 4.416 -1.804 0.628
C 2.503 -2.843 -3.996
O 1.672 -2.753 -5.134
H 2.971 -1.863 -3.907
H 1.839 -3.141 -3.184
H 3.310 -3.560 -4.143
H 1.292 -3.617 -5.309
C -4.972 -1.258 0.485
O -5.774 -2.102 -0.234
H -3.933 -1.589 0.474
H -4.967 -0.297 -0.029
H -5.311 -1.158 1.516
H -5.377 -2.043 -1.106
C 1.806 2.198 -2.241
O 1.591 2.661 -0.927
H 0.898 1.806 -2.698
H 2.127 3.054 -2.834
H 2.595 1.446 -2.250
H 2.271 3.286 -0.664
```

Calculated values
E_HOMO (hartree): -0.3395
Orbital gap (eV): 9.24

---

(4)
Density functional theory data (wB97M-V/def2-TZVPD) for the molecule C4H7NO2.

```
14
Properties=species:S:1:pos:R:3
O -1.038 -0.578 1.435
C -0.982 -0.028 0.134
C -0.249 -0.947 -0.839
N 1.168 -1.054 -0.495
C 1.701 -0.051 0.066
O 1.150 1.129 0.417
C -0.246 1.305 0.138
H -0.234 -1.097 1.573
H -2.019 0.142 -0.174
H -0.339 -0.569 -1.865
H -0.687 -1.950 -0.828
H 2.751 -0.069 0.356
H -0.346 1.800 -0.836
H -0.629 1.967 0.918
```

Calculated values
SMILES: O[C@@H]1CN=COC1
E_HOMO (hartree): -0.3632
Relative energy (zero: lowest compared OMol25 entry of this formula, charge and spin) (kJ/mol): 136.4
Orbital gap (eV): 10.70

---

(5)
Density functional theory data (wB97M-V/def2-TZVPD) for a 2-piece molecular cluster, CH5N3O overall.

```
10
Properties=species:S:1:pos:R:3
C -0.742 -2.046 -0.371
N 1.810 0.717 0.980
N 0.659 1.031 0.906
N 0.248 2.021 -0.178
O -1.188 -0.987 -0.082
H -1.296 -2.911 -0.139
H 0.121 -2.069 -1.112
H 1.022 2.139 -0.874
H -0.519 1.489 -0.595
H -0.114 0.615 1.465
```

Calculated values
2S+1: 3
E_HOMO (alpha / beta) (hartree): -0.2201 / -0.3711
Relative energy (zero: lowest compared OMol25 entry of this formula, charge and spin) (kJ/mol): 167.6
Orbital gap (alpha / beta) (eV): 6.53 / 9.93

---

(6)
Density functional theory data (wB97M-V/def2-TZVPD) for a 2-piece molecular cluster, C6H8S overall.

```
15
Properties=species:S:1:pos:R:3
C -0.809 1.496 -1.071
C 1.184 -1.082 0.973
C 1.734 -0.212 0.121
C -1.028 1.991 0.011
C 2.022 -2.286 1.569
C -1.106 2.600 1.406
S 2.271 1.083 -0.703
H -0.736 1.071 -2.053
H 0.119 -1.050 1.080
H 2.788 -1.963 2.306
H 2.403 -2.908 0.827
H 1.301 -2.964 2.176
H -0.246 2.165 1.993
H -2.056 2.216 1.779
H -0.992 3.733 1.295
```

Calculated values
2S+1: 3
E_HOMO (alpha / beta) (hartree): -0.2326 / -0.3361
Relative energy (zero: lowest compared OMol25 entry of this formula, charge and spin) (kJ/mol): 330.7
Orbital gap (alpha / beta) (eV): 7.22 / 6.99

---

(7)
Density functional theory data (wB97M-V/def2-TZVPD) for the molecule C5H4N2.

```
11
Properties=species:S:1:pos:R:3
C -0.400 -0.504 -2.233
C -0.362 -0.471 -0.940
C -0.136 -0.153 0.312
C -0.557 1.081 0.965
N 0.109 1.261 2.051
N 0.983 0.154 2.244
C 0.863 -0.651 1.245
H -1.037 -1.141 -2.842
H 0.306 0.235 -2.633
H -1.234 1.818 0.545
H 1.455 -1.552 1.130
```

Calculated values
SMILES: C=C=C1C=NN=C1
E_HOMO (hartree): -0.3648
Relative energy (zero: lowest compared OMol25 entry of this formula, charge and spin) (kJ/mol): 279.6
Orbital gap (eV): 9.32

---

(8)
Density functional theory data (wB97M-V/def2-TZVPD) for a 3-piece molecular cluster, C18H51BrN7O2P3 overall.

```
82
Properties=species:S:1:pos:R:3
C 3.864 0.071 1.250
N 3.546 -1.005 2.177
C 4.668 -1.948 2.192
P 2.035 -1.763 2.426
O 2.275 -1.884 3.951
N 0.793 -0.597 2.672
C 1.121 0.742 3.151
C -0.314 -1.115 3.499
N 1.760 -1.624 0.673
C 0.876 -0.654 0.029
C 1.468 -2.954 0.127
H 3.944 -0.278 0.214
H 4.823 0.533 1.514
H 3.142 0.884 1.278
H 4.732 -2.496 1.246
H 4.557 -2.681 2.997
H 5.621 -1.436 2.369
H 1.832 0.727 3.982
H 0.226 1.286 3.479
H 1.527 1.352 2.346
H -0.072 -1.105 4.567
H -0.554 -2.144 3.216
H -1.223 -0.521 3.342
H -0.179 -0.816 0.285
H 0.966 -0.724 -1.061
H 1.149 0.374 0.271
H 0.475 -3.296 0.437
H 2.204 -3.680 0.487
H 1.524 -2.962 -0.967
C -3.742 4.910 3.649
N -2.314 5.075 3.875
C -2.113 5.513 5.259
P -1.148 5.709 2.799
O -0.075 4.692 3.259
N -1.260 4.957 1.255
C -1.856 3.632 1.120
C 0.028 4.949 0.535
N -2.381 6.879 2.271
C -3.128 6.815 1.015
C -1.851 8.238 2.427
H -4.289 5.856 3.721
H -4.171 4.228 4.393
H -3.971 4.458 2.688
H -2.469 6.539 5.401
H -1.053 5.486 5.532
H -2.631 4.858 5.968
H -1.504 2.934 1.886
H -1.648 3.192 0.137
H -2.943 3.690 1.165
H 0.696 4.157 0.889
H 0.543 5.907 0.660
H -0.133 4.813 -0.543
H -2.481 6.945 0.138
H -3.889 7.602 0.985
H -3.682 5.880 0.915
H -1.077 8.445 1.680
H -1.404 8.358 3.420
H -2.640 8.992 2.342
C -0.967 -5.750 -2.581
C -1.662 -4.487 -3.315
Br -0.574 -2.843 -2.790
C -1.756 -4.480 -4.930
P -1.410 -6.098 -5.852
C 0.063 -5.744 -7.076
C 1.252 -6.896 -6.837
C 2.094 -6.582 -5.468
N 3.117 -5.457 -5.593
H -0.303 -6.455 -3.230
H -1.810 -6.320 -1.960
H -0.239 -5.310 -1.741
H -2.736 -4.317 -2.858
H -1.081 -3.583 -5.337
H -2.871 -4.155 -5.212
H -2.510 -6.375 -6.751
H 0.588 -4.718 -6.859
H -0.334 -5.761 -8.201
H 0.647 -7.918 -6.729
H 2.027 -6.934 -7.720
H 1.324 -6.233 -4.658
H 2.693 -7.527 -5.065
H 3.716 -5.483 -4.713
H 2.533 -4.570 -5.519
```

Calculated values
SMILES: CN(C)P(=O)(N(C)C)N(C)C.CN(C)P(=O)(N(C)C)N(C)C.C[C@@H](Br)CPCCCN
E_HOMO (hartree): -0.2864
Orbital gap (eV): 6.56

---

(9)
Density functional theory data (wB97M-V/def2-TZVPD) for C42H71BBr2CaCl5F4MgN5O18PS2 as an isolated structure.

```
153
Properties=species:S:1:pos:R:3
C -4.272 2.068 1.664
C -5.707 1.310 1.333
C -6.291 1.631 -0.178
C -5.314 0.996 -1.359
N -5.237 -0.509 -1.203
C -3.902 -0.945 -1.801
C -2.628 -0.737 -0.740
C -1.350 -0.027 -1.488
C -0.017 0.128 -0.490
N 1.143 -0.699 -0.978
C 2.196 -0.040 -1.839
N 2.085 1.001 -2.727
C 3.346 1.419 -3.494
C 4.303 2.421 -2.606
O 5.414 1.666 -1.936
C 5.024 3.620 -3.460
F 5.220 4.849 -2.603
F 6.420 3.158 -3.783
F 4.282 4.070 -4.661
N 3.431 -0.900 -1.494
C 3.014 -2.171 -0.725
P 4.267 -2.163 0.715
N 5.810 -2.070 0.142
C 1.382 -2.060 -0.374
C 0.754 -3.066 -1.506
C 0.631 -4.636 -1.059
C 2.015 -5.507 -1.168
C 2.589 -5.858 0.351
O 3.902 -5.764 0.670
O 1.714 -6.354 1.465
C 1.116 -2.331 1.220
F 1.480 -1.146 2.084
C -0.489 -2.626 1.585
C -0.439 -3.527 2.993
C -6.398 -1.214 -1.902
S -6.543 -1.167 -3.629
S -7.741 -2.209 -1.015
C -7.555 -4.018 -1.563
C -8.970 -4.717 -2.013
C -9.347 -4.249 -3.562
H -3.858 2.685 0.739
H -4.479 2.791 2.585
H -3.447 1.252 1.913
H -6.517 1.583 2.155
H -5.562 0.143 1.393
H -6.481 2.794 -0.337
H -7.353 1.095 -0.231
H -4.251 1.505 -1.228
H -5.748 1.328 -2.396
H -4.009 -2.120 -1.983
H -3.676 -0.475 -2.849
H -2.379 -1.808 -0.338
H -3.044 -0.124 0.189
H -1.709 1.074 -1.775
H -1.081 -0.638 -2.455
H 0.308 1.270 -0.615
H -0.295 0.000 0.639
H 1.144 1.444 -2.844
H 3.017 1.848 -4.533
H 3.999 0.449 -3.711
H 3.641 2.836 -1.704
H 5.266 1.654 -0.940
H 3.996 -0.269 -0.857
H 3.361 -3.000 -1.475
H 4.097 -3.318 1.559
H 4.035 -0.945 1.502
H 5.796 -2.068 -0.907
H -0.299 -2.601 -1.815
H 1.419 -3.023 -2.485
H -0.136 -5.140 -1.823
H 0.185 -4.823 0.006
H 1.706 -6.564 -1.629
H 2.826 -5.071 -1.890
H 1.129 -5.614 1.805
H 1.741 -3.279 1.570
H -1.057 -3.179 0.723
H -1.068 -1.646 1.868
H -1.149 -2.997 3.776
H 0.647 -3.481 3.448
H -0.826 -4.631 2.832
H -6.736 -4.048 -2.418
H -7.124 -4.655 -0.653
H -9.853 -4.321 -1.334
H -8.976 -5.897 -1.934
H -10.405 -3.724 -3.577
H -9.308 -5.140 -4.319
H -8.564 -3.391 -3.823
Br -4.186 3.081 -5.493
C -5.905 2.212 -5.803
C -7.014 3.229 -5.938
Br -7.540 3.935 -4.197
H -6.059 1.507 -4.981
H -5.777 1.654 -6.735
H -7.918 2.762 -6.339
H -6.745 4.085 -6.562
C -5.563 6.932 -3.408
C -5.802 7.341 -1.965
O -7.013 7.482 -1.638
O -4.754 7.486 -1.275
H -6.506 6.822 -3.952
H -4.959 7.691 -3.914
H -5.032 5.976 -3.440
C -2.019 9.256 1.156
Cl -0.799 9.068 -0.129
Cl -2.557 7.649 1.705
Cl -1.306 10.144 2.527
Cl -3.414 10.165 0.522
Ca 7.051 0.014 0.566
C 0.026 8.079 7.289
C -1.327 8.362 6.690
C -1.232 7.669 5.349
O -0.349 6.551 5.520
C 0.307 6.678 6.789
H 0.049 8.154 8.379
H 0.766 8.777 6.881
H -2.108 7.891 7.299
H -1.556 9.427 6.605
H -0.794 8.327 4.591
H -2.203 7.319 4.988
H -0.118 5.925 7.462
H 1.376 6.480 6.673
C 7.891 -3.401 7.755
C 6.720 -2.724 7.065
O 6.965 -2.583 5.660
C 6.801 -3.708 4.920
O 6.460 -4.804 5.342
O 7.110 -3.415 3.633
C 7.078 -4.542 2.760
H 8.825 -2.873 7.536
H 7.741 -3.423 8.838
H 8.019 -4.430 7.405
H 6.599 -1.711 7.467
H 5.779 -3.256 7.245
H 6.122 -5.070 2.825
H 7.909 -5.215 2.994
H 7.203 -4.181 1.736
O -8.319 2.525 3.172
H -8.605 3.418 3.113
B 8.338 -4.745 -3.652
O 9.460 -5.152 -2.800
C 10.565 -5.089 -3.557
O 11.684 -5.364 -3.156
C 10.224 -4.654 -4.886
O 11.003 -4.495 -5.812
O 8.903 -4.442 -4.971
O 7.335 -5.811 -3.743
C 6.185 -5.303 -3.280
O 5.138 -5.928 -3.214
C 6.380 -3.933 -2.882
O 5.528 -3.191 -2.419
O 7.654 -3.575 -3.093
Mg -5.431 -3.399 -3.409
Cl -0.538 10.951 7.496
```

Calculated values
E_HOMO (hartree): -0.3061
Total charge: +1
Orbital gap (eV): 1.05

---

(10)
Density functional theory data (wB97M-V/def2-TZVPD) for the molecule C9H7NO2.

```
19
Properties=species:S:1:pos:R:3
O -1.786 3.285 0.862
N -0.766 2.919 0.297
O 0.333 3.336 0.475
C -0.908 1.822 -0.695
C 0.065 1.855 -1.766
C 0.954 0.843 -1.599
C 0.621 0.035 -0.451
C 1.070 -1.210 0.013
C 0.518 -1.753 1.145
C -0.587 -1.156 1.808
C -1.069 0.096 1.354
C -0.473 0.630 0.203
H -1.910 1.728 -0.997
H 0.089 2.625 -2.443
H 1.729 0.700 -2.289
H 1.954 -1.636 -0.472
H 0.874 -2.788 1.463
H -1.229 -1.557 2.707
H -1.732 0.511 1.969
```

Calculated values
SMILES: O=[N+]([O-])[C@H]1C=Cc2ccccc21
E_HOMO (hartree): -0.3264
Relative energy (zero: lowest compared OMol25 entry of this formula, charge and spin) (kJ/mol): 466.1
Orbital gap (eV): 9.07